[1]
Here is a structure of composition C28H35N5OsP2S at a distorted geometry from the Open Molecules 2025 dataset. Energies are from ωB97M-V with the def2-TZVPD basis set.

The geometry in XYZ format:
```
72
Properties=species:S:1:pos:R:3:mulliken_charge:R:1
Os -0.3932 1.6384 -4.3772 0.418
C -1.5352 1.6509 -6.0061 -0.701
C -1.1551 0.2730 -5.7346 0.210
C -0.2035 -0.4048 -6.6883 -1.647
C 1.1567 0.3477 -6.7275 -1.451
C 1.2387 1.3141 -5.5754 1.370
C 0.9146 2.7005 -5.4741 -1.006
C 0.1491 3.4372 -6.5526 -0.977
C -0.8965 2.4672 -7.1198 -0.804
C 0.3968 2.0854 -2.2849 -1.622
H -2.6082 1.8536 -5.8824 0.518
H -2.0066 -0.3655 -5.4829 1.135
H -0.7023 -0.3968 -7.6757 0.482
H -0.0515 -1.4685 -6.4351 0.542
H 1.9422 -0.4229 -6.6094 0.347
H 1.3292 0.7560 -7.7414 0.499
H 2.2024 1.1185 -5.0832 0.197
H 1.5380 3.2839 -4.7762 0.525
H 0.8552 3.8471 -7.2960 0.455
H -0.3652 4.2868 -6.0605 0.367
H -1.7178 3.0327 -7.5745 0.442
H -0.4511 1.7755 -7.8442 0.313
H -0.1066 3.0493 -2.0766 0.750
H 1.4689 2.2634 -2.1112 0.468
H 0.1006 1.3913 -1.4520 0.062
P 1.4004 -0.5428 -2.7051 -0.486
P -1.9852 -1.0392 -2.0893 0.631
N 3.2476 0.3068 -3.3571 0.619
N 2.2937 -1.5298 -1.7154 1.544
N -2.7188 0.3198 -2.8265 0.272
N -3.2250 -1.9835 -1.5162 0.474
C 0.4731 -1.8054 -3.6316 0.121
C -1.0469 -2.0075 -3.3040 -1.043
C 3.3531 1.6854 -3.4973 -0.288
C 4.5868 2.0450 -4.0300 -0.790
C 5.3225 0.8437 -4.1365 -0.766
C 4.4908 -0.1936 -3.7128 -0.507
C 3.1503 -0.9495 -0.7618 -0.757
C 3.9276 -1.9463 -0.2262 -0.637
C 3.5679 -3.1830 -0.8693 -0.853
C 2.5728 -2.9005 -1.7788 -0.453
C -1.9913 1.6432 -2.8914 -0.926
C -2.9270 2.5288 -3.5523 -1.015
C -4.0430 1.7995 -3.9513 -0.990
C -3.8487 0.4556 -3.6004 -0.156
C -4.5784 -2.1184 -1.8484 -0.229
C -5.1229 -3.1014 -1.0522 -0.673
C -4.0815 -3.5847 -0.1865 -0.605
C -2.9406 -2.8930 -0.4774 -0.463
H 0.9502 -2.7930 -3.6064 0.994
H 0.5641 -1.4659 -4.6751 -1.188
H -1.6009 -1.8902 -4.2542 0.621
H -1.2049 -3.0582 -2.9944 0.693
H 2.5617 2.3764 -3.2802 0.423
H 4.8685 3.0541 -4.2977 0.514
H 6.3544 0.7556 -4.4761 0.461
H 4.7330 -1.2572 -3.6231 0.509
H 3.0274 0.1041 -0.5439 0.365
H 4.6519 -1.7936 0.5598 0.516
H 3.9692 -4.1630 -0.6692 0.515
H 1.9866 -3.5515 -2.4104 0.414
H -1.7522 1.9861 -1.8807 0.951
H -2.7387 3.5940 -3.6525 0.523
H -4.9338 2.2002 -4.4286 0.490
H -4.4750 -0.3749 -3.8719 0.512
H -5.0337 -1.4989 -2.5937 0.334
H -6.1430 -3.4435 -1.0885 0.460
H -4.1736 -4.3584 0.5647 0.472
H -1.9466 -2.9020 -0.0491 0.468
S -1.2751 -0.1226 -0.3776 -0.181
C -0.0907 -1.0953 0.3467 0.636
N 0.7237 -1.6650 0.9659 -0.422
```

## Properties
**LUMO level (spin up / spin down)**: -6.62 / -8.59 eV
**Net charge**: +2
**ΔE to the lowest compared entry with this formula, charge and spin**: 4.7118 eV
**E_HOMO (spin up / spin down)**: -11.2 / -14.0 eV
**Frontier orbital gap (spin up / spin down)**: 4.60 / 5.44 eV
**2S+1**: 5
**Strongest force on any atom**: 6.28 eV/A

***

[2]
Here is a structure of composition C55H55F3I2NbO3 at a distorted geometry from the Open Molecules 2025 dataset. Energies are from ωB97M-V with the def2-TZVPD basis set.

The geometry in XYZ format:
```
119
Properties=species:S:1:pos:R:3:mulliken_charge:R:1
O 8.7309 0.8875 -1.2174 -0.501
C 7.9246 0.3608 -0.2919 0.172
I 8.6259 -1.3148 1.0056 -0.079
C 6.3775 0.8404 -0.0388 -0.474
Nb 5.2945 1.6165 -1.8962 -0.883
C 5.3226 -0.3996 -2.9532 -0.471
C 5.6865 -1.6865 -2.0068 0.225
O 6.9663 -2.1482 -2.0663 -0.519
I 4.3238 -2.7808 -0.6912 0.006
C 3.3271 1.2104 -0.8157 -0.003
C 2.0003 1.9123 -1.5337 0.273
O 2.0756 3.0891 -2.1781 -0.527
C 0.5776 1.0541 -1.3402 0.429
C -0.4890 0.7422 -2.5467 -0.607
C -1.8167 -0.1785 -2.1269 -0.466
C -2.0489 -0.7710 -0.5820 -0.050
C -0.9713 -0.4198 0.6242 -0.321
C 0.3332 0.4866 0.2138 -0.016
C 5.2755 3.7089 -0.9736 0.558
F 4.7049 4.6603 -1.9973 -0.298
F 6.6816 4.1376 -0.6527 -0.282
F 4.4144 3.7706 0.2369 -0.245
H 6.3200 1.7216 0.7645 0.477
H 5.6943 -0.0240 0.4196 0.123
H 4.4227 2.2966 -3.3732 0.114
H 6.8882 2.0857 -2.6985 0.130
H 6.1552 -0.3531 -3.8078 0.317
H 4.2924 -0.6134 -3.5141 0.332
H 3.3812 1.4311 0.3527 0.217
H 3.1294 0.0392 -0.8928 0.194
H -0.3158 1.1540 -3.6529 0.318
H -2.5965 -0.4483 -2.9680 0.238
H -2.9671 -1.4509 -0.2790 0.302
H -1.0565 -0.8003 1.7314 0.385
H 1.1319 0.7318 1.0656 -0.112
C -5.3098 -1.2124 -7.2774 -0.305
C -4.4479 -1.9844 -6.4991 -0.627
C -4.4013 -1.8006 -5.1174 0.027
C -5.2247 -0.8506 -4.5125 -0.248
C -6.0894 -0.0811 -5.2905 -0.549
C -6.1292 -0.2585 -6.6732 -0.398
H -5.3434 -1.3535 -8.3545 0.352
H -3.8113 -2.7295 -6.9697 0.366
H -3.7248 -2.3976 -4.5120 0.239
H -5.1921 -0.7106 -3.4353 0.434
H -6.7322 0.6580 -4.8187 0.370
H -6.7989 0.3449 -7.2796 0.347
C -5.6983 -1.5247 3.0571 -0.465
C -5.4238 -0.6549 2.0022 -0.362
C -4.6285 0.4708 2.2144 -0.028
C -4.0991 0.7216 3.4806 -0.641
C -4.3706 -0.1503 4.5347 -0.311
C -5.1735 -1.2710 4.3246 -0.513
H -6.3210 -2.4001 2.8922 0.369
H -5.8307 -0.8541 1.0140 0.423
H -4.4204 1.1520 1.3938 0.346
H -3.4753 1.5962 3.6451 0.390
H -3.9566 0.0444 5.5210 0.411
H -5.3893 -1.9471 5.1473 0.369
C -2.7628 -4.0892 -2.1109 -0.142
C -4.1205 -4.1114 -1.7931 -0.174
C -4.7581 -5.3252 -1.5382 -0.547
C -4.0349 -6.5171 -1.5915 -0.370
C -2.6763 -6.4945 -1.9056 -0.323
C -2.0409 -5.2815 -2.1696 -0.717
H -2.2670 -3.1433 -2.3128 0.397
H -4.6824 -3.1820 -1.7449 0.393
H -5.8175 -5.3428 -1.2973 0.366
H -4.5305 -7.4627 -1.3881 0.351
H -2.1125 -7.4233 -1.9455 0.355
H -0.9837 -5.2647 -2.4197 0.393
C -3.9628 5.1559 -1.6545 -0.403
C -5.3205 5.1337 -1.3368 -0.395
C -5.9581 3.9198 -1.0819 -0.506
C -5.2349 2.7279 -1.1352 -0.560
C -3.8763 2.7506 -1.4493 0.187
C -3.2409 3.9636 -1.7133 -0.503
H -3.4670 6.1018 -1.8565 0.369
H -5.8824 6.0631 -1.2886 0.344
H -7.0175 3.9023 -0.8409 0.361
H -5.7305 1.7824 -0.9318 0.422
H -3.3125 1.8218 -1.4891 0.253
H -2.1837 3.9803 -1.9633 0.496
C 7.8186 9.7951 -2.8093 -0.416
C 6.4609 9.7729 -2.4915 -0.294
C 5.8233 8.5591 -2.2366 -0.556
C 6.5465 7.3672 -2.2899 -0.132
C 7.9051 7.3898 -2.6040 -0.533
C 8.5406 8.6029 -2.8680 -0.307
H 8.3144 10.7410 -3.0112 0.335
H 5.8990 10.7023 -2.4433 0.343
H 4.7639 8.5415 -1.9957 0.377
H 6.0509 6.4216 -2.0865 0.407
H 8.4689 6.4610 -2.6438 0.395
H 9.5977 8.6196 -3.1180 0.347
C 2.2504 -0.1878 3.6083 -0.401
C 3.1187 -1.2266 3.9427 -0.491
C 2.6526 -2.3175 4.6759 -0.584
C 1.3144 -2.3742 5.0665 -0.014
C 0.4453 -1.3372 4.7288 -0.507
C 0.9136 -0.2419 4.0036 -0.527
H 2.6148 0.6638 3.0398 0.450
H 4.1598 -1.1855 3.6324 0.443
H 3.3310 -3.1235 4.9421 0.378
H 0.9498 -3.2266 5.6336 0.272
H -0.5979 -1.3824 5.0318 0.443
H 0.2375 0.5684 3.7454 0.558
C -1.0460 -7.8642 7.2750 -0.317
C -0.1407 -7.5737 8.2953 -0.355
C 0.2917 -6.2627 8.4926 -0.387
C -0.1894 -5.2395 7.6751 -0.382
C -1.0976 -5.5295 6.6573 -0.297
C -1.5228 -6.8421 6.4540 -0.446
H -1.3801 -8.8867 7.1194 0.347
H 0.2288 -8.3700 8.9366 0.347
H 1.0022 -6.0377 9.2833 0.352
H 0.1437 -4.2170 7.8319 0.406
H -1.4736 -4.7318 6.0213 0.398
H -2.2261 -7.0685 5.6575 0.350
```

## Properties
**LUMO level**: 0.89 eV
**Net charge**: -1
**ΔE to the lowest compared entry with this formula, charge and spin**: 13.6042 eV
**E_HOMO**: -6.1 eV
**Frontier orbital gap**: 7.04 eV
**Strongest force on any atom**: 9.04 eV/A

***

[3]
Here is a cluster of 13 separate species, C5H38N2O13 in total at a distorted geometry from the Open Molecules 2025 dataset. Energies are from ωB97M-V with the def2-TZVPD basis set.

The geometry in XYZ format:
```
58
Properties=species:S:1:pos:R:3:mulliken_charge:R:1
C -2.1191 0.0937 2.3307 -0.616
N -1.9691 0.7317 1.0488 0.563
C -3.0962 0.6241 0.1118 -0.849
N -3.4717 -0.8036 -0.2001 -0.528
C -0.7398 0.6332 3.0380 -0.686
C 0.4301 -0.1646 2.6152 1.643
C 1.3885 -0.6664 3.6699 -1.424
O 1.1995 1.0033 2.0928 -0.558
H -3.1299 0.5633 2.8818 0.313
H -2.2149 -0.9793 2.4745 0.257
H -1.1269 0.3019 0.6268 -0.233
H -4.0723 1.0428 0.5132 0.256
H -2.6659 1.3165 -0.6635 0.379
H -2.6093 -1.4512 -0.3580 0.211
H -4.0012 -1.0875 0.6228 0.340
H -0.8485 0.6655 4.1965 0.349
H -0.6322 1.7327 2.7422 0.049
H 0.3455 -0.7634 1.7198 -0.507
H 1.1478 -0.3747 4.8163 0.261
H 1.3503 -1.8028 3.7191 0.346
H 2.4462 -0.7396 3.4061 0.337
H 1.6450 0.7381 1.2639 0.259
H -1.6272 0.9310 -3.6881 0.304
H -2.9478 0.5730 -3.4297 0.266
O -2.1231 0.1278 -3.3078 -0.555
H 3.0484 -2.7414 1.9157 0.250
H 1.4829 -3.0747 1.5435 0.242
O 2.1775 -2.5168 1.6401 -0.511
H 2.1860 3.6552 -1.6503 0.355
H 0.7009 3.5481 -1.2955 0.264
O 1.2808 3.4661 -2.0486 -0.650
H 0.1507 -2.4859 -1.0290 0.350
H 1.5395 -3.2635 -1.2914 0.316
O 1.0237 -2.5445 -1.6468 -0.670
H 3.1372 -2.4840 -1.8171 0.326
H 2.8153 -1.0451 -1.2111 0.242
O 3.4594 -1.8118 -1.1626 -0.642
H 1.4476 -0.1779 -3.6683 0.115
H 1.6179 1.3504 -3.2539 0.278
O 1.7013 0.4766 -2.9540 -0.415
H -1.7085 -3.9695 0.6043 0.281
H -1.1730 -2.5035 0.8743 0.251
O -0.9570 -3.3864 0.6150 -0.652
H 3.0915 1.4222 -1.4570 0.326
H 4.3830 2.0110 -1.1558 0.280
O 3.5606 2.3297 -1.0531 -0.614
H 0.6010 -1.7056 -4.4069 0.250
H 0.6452 -2.5212 -3.1654 0.401
O 0.0235 -2.2617 -4.0402 -0.619
H 0.7955 -0.6750 -0.7423 -0.024
H -0.2412 -0.3192 -1.7588 0.247
O -0.1464 -0.5911 -0.6712 -0.160
H 0.1557 2.3361 0.8443 0.362
H 0.4701 3.5195 1.7329 0.324
O 0.2749 3.3418 0.8056 -0.692
H -2.2161 3.4321 -1.0952 0.308
H -2.9263 3.3249 0.3574 0.340
O -2.9593 3.6195 -0.6015 -0.636
```

## Properties
**LUMO level**: -0.17 eV
**ΔE to the lowest compared entry with this formula, charge and spin**: 8.6353 eV
**E_HOMO**: -8.6 eV
**Frontier orbital gap**: 8.44 eV
**Strongest force on any atom**: 6.83 eV/A